# 1
Computed, not measured: C6H16ClIN2OPRuS as an isolated structure in a non-equilibrium geometry, with wB97M-V/def2-TZVPD.

Computed properties:
gap between HOMO and LUMO (spin up / spin down)	6.94 / 5.88	eV
<S²>	8.8027
energy relative to the best compared isomer or geometry (same formula, charge and spin)	3.1	kcal per mole

ORCA input file:
```
! RIJCOSX wB97M-V def2-TZVPD def2/J DEFGRID3
* xyz 2 6
I -3.09823 -2.51795 2.21611
Ru 1.27611 1.38939 -0.11857
Cl 2.25019 3.18037 -1.02313
S 2.85030 -0.24998 0.07927
P -0.57955 1.50091 -1.33518
O -0.16407 -1.29953 0.23600
N 2.60648 -1.40458 2.53325
N 2.44645 -2.87315 0.75730
C -0.14556 1.50131 -3.13452
C -0.56376 -0.26262 0.70967
C -2.15563 0.57966 -1.49756
C -2.04377 -0.74141 1.66443
C -1.29860 3.13570 -0.95433
C 2.48867 -1.60366 1.20642
H 2.35641 -2.15422 3.14435
H 0.84000 1.97861 -3.26086
H 2.68487 -0.44689 2.86194
H -0.09563 0.45477 -3.47290
H -2.62325 -1.27417 0.82683
H -2.81252 1.08875 -2.23750
H -2.63328 0.09403 1.98340
H -0.88496 2.02883 -3.74452
H -1.46794 -1.18567 2.53460
H -0.50017 3.88308 -0.96577
H -2.06023 3.44572 -1.69810
H -1.77104 3.08314 0.00363
H 1.83877 -3.48595 1.33598
H -2.72073 0.59845 -0.55090
H 2.28987 -2.95919 -0.25473
H -2.03373 -0.45236 -1.85270
*
```

The Löwdin scheme yields these atomic charges, measured in e: number 1, I, carries 1.090; number 2, Ru, carries 0.681; number 3, Cl, carries 0.084; number 4, S, carries 0.615; number 5, P, carries 0.622; number 6, O, carries -0.093; number 7, N, carries 0.167; number 8, N, carries 0.150; number 9, C, carries -0.227; number 10, C, carries -0.288; number 11, C, carries -0.246; number 12, C, carries -0.615; number 13, C, carries -0.238; number 14, C, carries -0.750; number 15, H, carries 0.131; number 16, H, carries 0.025; number 17, H, carries 0.126; number 18, H, carries 0.065; number 19, H, carries -0.075; number 20, H, carries 0.088; number 21, H, carries 0.054; number 22, H, carries 0.072; number 23, H, carries 0.005; number 24, H, carries 0.022; number 25, H, carries 0.088; number 26, H, carries 0.044; number 27, H, carries 0.156; number 28, H, carries 0.044; number 29, H, carries 0.132; number 30, H, carries 0.071


# 2
Computed, not measured: C6H16F2NO12S4V as an isolated structure in a non-equilibrium geometry, with wB97M-V/def2-TZVPD.

Computed properties:
gap between HOMO and LUMO	7.63	eV

ORCA input file:
```
! RIJCOSX wB97M-V def2-TZVPD def2/J DEFGRID3
* xyz 0 1
V -0.76184 -3.04174 -2.66090
S -5.49359 0.29748 -2.48623
S 0.05523 0.16697 -2.83400
S 4.14728 1.53460 3.51998
S 0.19474 -0.70446 -0.43791
F -0.68793 -0.43756 -4.10055
F 0.36373 -2.12822 0.24449
O 4.81112 2.74666 3.92563
O -1.42091 -3.76657 -1.40735
O -0.64897 1.31549 -2.39108
O 1.44611 -0.06174 -0.23103
O -1.86664 -2.91385 -3.78209
O 1.38151 0.29546 -3.33870
O -5.02426 0.05009 -3.81816
O 5.25311 0.34294 3.37021
O -0.95287 -0.16663 0.19648
O -6.84900 0.67862 -2.21422
O 3.09181 1.02847 4.34028
O -5.22228 -1.09193 -1.69060
N -0.10649 -1.24543 -1.91800
C -5.86111 -1.33964 -0.43184
C 3.57406 1.69794 1.81774
C 6.86194 0.69121 1.58106
C 6.59890 0.72319 3.08473
C -4.34438 1.32720 -1.63186
C -4.77715 -1.65126 0.58755
H 4.13909 2.48311 1.33172
H 2.53382 1.97521 1.98809
H -6.53603 -2.18901 -0.57369
H -6.58173 -0.56035 -0.17126
H 7.23029 -0.02849 3.55955
H -5.27157 -1.99090 1.50042
H -4.43473 2.36907 -1.94846
H 7.89574 0.46715 1.31222
H -3.29200 1.15070 -1.85993
H 6.26432 -0.07597 1.08635
H -4.13209 -2.44029 0.20832
H -4.49356 1.21851 -0.56054
H 3.61189 0.71444 1.36358
H 6.63036 1.64915 1.10932
H -4.17031 -0.78865 0.86031
H 6.84441 1.69901 3.50039
*
```

The Löwdin scheme yields these atomic charges, measured in e: number 1, V, carries 1.064; number 2, S, carries 0.602; number 3, S, carries 0.563; number 4, S, carries 0.614; number 5, S, carries 0.487; number 6, F, carries -0.172; number 7, F, carries -0.162; number 8, O, carries -0.292; number 9, O, carries -0.266; number 10, O, carries -0.203; number 11, O, carries -0.220; number 12, O, carries -0.254; number 13, O, carries -0.228; number 14, O, carries -0.272; number 15, O, carries -0.261; number 16, O, carries -0.222; number 17, O, carries -0.277; number 18, O, carries -0.270; number 19, O, carries -0.271; number 20, N, carries -0.380; number 21, C, carries -0.274; number 22, C, carries -0.105; number 23, C, carries -0.074; number 24, C, carries -0.269; number 25, C, carries -0.115; number 26, C, carries -0.058; number 27, H, carries 0.069; number 28, H, carries 0.068; number 29, H, carries 0.122; number 30, H, carries 0.113; number 31, H, carries 0.121; number 32, H, carries 0.081; number 33, H, carries 0.081; number 34, H, carries 0.076; number 35, H, carries 0.056; number 36, H, carries 0.078; number 37, H, carries 0.076; number 38, H, carries 0.069; number 39, H, carries 0.058; number 40, H, carries 0.072; number 41, H, carries 0.069; number 42, H, carries 0.108


# 3
Computed, not measured: C6H16IO2Zn as an isolated structure in a non-equilibrium geometry, with wB97M-V/def2-TZVPD.

Computed properties:
gap between HOMO and LUMO	1.72	eV
energy relative to the best compared isomer or geometry (same formula, charge and spin)	122.0	kcal per mole

ORCA input file:
```
! RIJCOSX wB97M-V def2-TZVPD def2/J DEFGRID3
* xyz 1 1
I 0.06117 -0.21986 -1.77291
Zn -2.10266 -4.25446 -3.87400
O 5.34573 -4.55511 1.05703
O -5.15424 4.93060 -0.23458
C 7.45354 -5.34818 1.81977
C -6.43530 4.35197 -0.44787
C 7.15577 -3.35524 0.35860
C 6.56307 -4.13089 1.52056
C -6.86503 4.44942 -1.89088
C -7.42126 5.06357 0.40596
H 8.44262 -4.97575 2.08644
H -7.46621 6.12120 0.14615
H -6.50093 3.65552 -2.54300
H -6.61344 5.42263 -2.31238
H 7.67349 -5.93059 0.92505
H -6.36482 3.35261 -0.01843
H -7.93501 4.28483 -2.01801
H 6.42170 -2.65120 -0.03328
H 6.39240 -3.48923 2.38499
H -7.20572 4.97704 1.47092
H 4.91643 -3.77036 0.70850
H 8.12361 -2.89914 0.56684
H -8.42243 4.68053 0.20837
H 7.44745 -3.94995 -0.50705
H 7.04590 -6.02355 2.57198
H -4.55590 4.26349 -0.57890
*
```

The Löwdin scheme yields these atomic charges, measured in e: number 1, I, carries 0.353; number 2, Zn, carries 0.606; number 3, O, carries -0.034; number 4, O, carries -0.046; number 5, C, carries -0.043; number 6, C, carries -0.528; number 7, C, carries -0.069; number 8, C, carries -0.517; number 9, C, carries -0.062; number 10, C, carries -0.074; number 11, H, carries 0.080; number 12, H, carries 0.091; number 13, H, carries 0.070; number 14, H, carries 0.091; number 15, H, carries 0.081; number 16, H, carries 0.134; number 17, H, carries 0.076; number 18, H, carries 0.073; number 19, H, carries 0.139; number 20, H, carries 0.085; number 21, H, carries 0.082; number 22, H, carries 0.083; number 23, H, carries 0.083; number 24, H, carries 0.084; number 25, H, carries 0.080; number 26, H, carries 0.081


# 4
Computed, not measured: a 2-piece molecular cluster, C6H16N overall in a non-equilibrium geometry, with wB97M-V/def2-TZVPD.

Computed properties:
gap between HOMO and LUMO	9.57	eV
energy relative to the best compared isomer or geometry (same formula, charge and spin)	73.8	kcal per mole

ORCA input file:
```
! RIJCOSX wB97M-V def2-TZVPD def2/J DEFGRID3
* xyz 1 1
N 0.57524 2.70923 0.62054
C 1.06727 1.10161 -1.73280
C 0.28696 -1.48798 -0.23457
C 0.72728 -0.15250 0.47742
C 0.28141 0.82330 -0.51712
C -1.76464 -1.54555 1.30115
C -1.15610 -1.95856 -0.05193
H 0.54198 3.13959 1.53700
H -1.65666 -0.45768 1.29876
H 0.84821 0.61306 -2.68008
H -0.78151 1.02253 -0.52288
H 2.14445 0.98794 -1.63204
H 1.80483 -0.29015 0.55335
H 0.56669 -1.45319 -1.29233
H -0.21334 2.92595 0.05328
H 1.48881 2.30695 0.60067
H 0.31747 0.05457 1.45851
H 1.01259 -2.24655 0.06391
H 0.79776 2.17232 -1.78360
H -2.84460 -1.69645 1.30962
H -1.24883 -3.03470 -0.16018
H -1.41781 -2.01788 2.21714
H -1.81900 -1.50234 -0.79031
*
```

The Löwdin scheme yields these atomic charges, measured in e: number 1, N, carries 0.121; number 2, C, carries -0.023; number 3, C, carries -0.162; number 4, C, carries -0.177; number 5, C, carries -0.080; number 6, C, carries -0.096; number 7, C, carries -0.228; number 8, H, carries 0.089; number 9, H, carries 0.055; number 10, H, carries 0.122; number 11, H, carries 0.140; number 12, H, carries 0.111; number 13, H, carries 0.133; number 14, H, carries 0.114; number 15, H, carries 0.069; number 16, H, carries 0.071; number 17, H, carries 0.115; number 18, H, carries 0.128; number 19, H, carries 0.109; number 20, H, carries 0.081; number 21, H, carries 0.114; number 22, H, carries 0.087; number 23, H, carries 0.109


| no. | E (Eh) |
| --- | --- |
| 1 | -2014.46258 |
| 2 | -3932.23180 |
| 3 | -2465.22010 |
| 4 | -292.60669 |